(1)
17
Properties=species:S:1:pos:R:3:mulliken_charge:R:1 method="wB97M-V/def2-TZVPD" largest_force_ha_per_bohr=0.100 s_squared=2.02 e_above_lowest_kj_mol=85.8 spin_multiplicity=3 total_charge=+1 homo_ev="-10.9 / -14.5"
C 1.761 -0.024 0.154 -0.0936
C 0.029 1.698 0.166 0.5453
C -2.359 1.059 -0.444 -0.0847
C -0.908 0.810 -0.618 -0.5331
C -0.369 -1.062 -0.007 -0.2275
N 1.348 1.257 0.223 -0.1211
N 1.027 -1.029 -0.085 -0.0689
O -0.236 2.595 0.937 -0.4744
O -3.008 0.320 0.263 -0.4822
O -0.812 -1.206 1.242 -0.3430
H 2.874 -0.278 0.291 0.3340
H -2.847 1.732 -1.018 0.5205
H -0.696 0.834 -1.617 0.5515
H -0.861 -1.771 -0.739 0.4184
H 2.055 1.830 0.670 0.3036
H 1.448 -1.986 -0.093 0.3350
H -1.692 -0.802 1.334 0.4201

---

(2)
15
Properties=species:S:1:pos:R:3:mulliken_charge:R:1 method="wB97M-V/def2-TZVPD" largest_force_ha_per_bohr=0.035 e_above_lowest_kj_mol=537.3 total_charge=+1 homo_ev=-12.6
C -0.279 2.970 -1.085 -0.3928
C -0.460 -1.271 -0.673 -0.1665
C 0.335 -0.346 -0.225 0.3010
C -0.976 -3.438 0.189 -0.1553
C 0.827 1.609 1.065 -0.5656
N -0.400 -2.612 -0.548 -0.3061
N 1.103 0.601 0.102 -0.0594
S 0.420 3.349 0.301 0.1005
H -0.601 3.833 -1.656 0.3061
H -1.181 -0.928 -1.422 0.3340
H -0.768 -4.485 0.019 0.2705
H -1.672 -3.185 0.988 0.2598
H -0.030 1.351 1.683 0.3528
H 1.705 1.814 1.677 0.3966
H 1.977 0.738 -0.415 0.3245

---

(3)
15
Properties=species:S:1:pos:R:3:mulliken_charge:R:1 method="wB97M-V/def2-TZVPD" largest_force_ha_per_bohr=0.022 e_above_lowest_kj_mol=325.5 total_charge=0 smiles="[H]/N=C/N1C=C[C@H]2CN21" homo_ev=-8.0
C -1.885 -0.556 -0.154 -0.0105
C -0.222 1.258 0.194 -0.3154
C 1.090 1.368 -0.096 -0.6777
C 1.601 0.044 -0.519 -0.1060
C 1.569 -1.006 0.537 -0.3568
H -3.728 -0.386 -0.177 0.2437
H -1.908 -1.564 -0.525 0.3863
H -0.951 1.973 0.527 0.4418
H 1.646 2.298 -0.129 0.3927
H 2.293 0.005 -1.347 0.3825
H 2.154 -1.939 0.446 0.2486
H 1.432 -0.663 1.565 0.2471
N -2.919 0.156 0.015 -0.6387
N -0.623 -0.068 0.044 0.2871
N 0.451 -0.920 -0.381 -0.5248